<A>
Formula: C3H3Cl
Source: OMol25
Level of theory: ωB97M-V with the def2-TZVPD basis set

Structure (ORCA input):
```
! wB97M-V def2-TZVPD RIJCOSX def2/J DEFGRID3
* xyz 0 1
C 0.07459 0.02930 0.78163
H 0.88002 0.99265 -1.38951
H 1.08963 -0.03356 1.16807
C 0.23889 0.09901 -1.33516
Cl -1.08369 1.08319 1.54783
H -0.89654 -1.52174 -0.35590
C -0.30290 -0.64885 -0.41696
*
```

Output
Highest occupied orbital energy (alpha / beta)   -8.3 / -8.7 eV
LUMO level (alpha / beta)   -0.0356 / 0.0401 eV

natural (NBO) population analysis, charges in e, atoms 1 to 5: atom 1 (C): -0.161, atom 2 (H): 0.218, atom 3 (H): 0.214, atom 4 (C): -0.111, atom 5 (Cl): 0.002

<B>
Formula: C3H3Cl
Source: OMol25
Level of theory: ωB97M-V with the def2-TZVPD basis set

Structure (ORCA input):
```
! wB97M-V def2-TZVPD RIJCOSX def2/J DEFGRID3
* xyz 0 1
H 0.41281 -0.55800 1.38888
Cl -2.32525 1.09391 0.30763
C 0.31557 0.62323 -0.51466
H 0.87836 1.17052 -1.16475
C -0.94322 0.01018 -0.23569
H -1.29826 -0.97875 -0.44479
C 0.75499 0.21326 0.66430
*
```

Output
Highest occupied orbital energy   -9.0 eV
LUMO level   0.4738 eV

natural (NBO) population analysis, charges in e, atoms 1 to 5: atom 1 (H): 0.249, atom 2 (Cl): -0.080, atom 3 (C): -0.319, atom 4 (H): 0.220, atom 5 (C): -0.141

What should be chosen as the most stable of them? Choose <B>.

<A>
Formula: C2H5BrSi
Source: OMol25
Level of theory: ωB97M-V with the def2-TZVPD basis set

Structure (ORCA input):
```
! wB97M-V def2-TZVPD RIJCOSX def2/J DEFGRID3
* xyz 0 1
Si 1.47722 0.36241 -0.15687
C -0.46528 0.06573 -0.28403
H 1.75049 1.85257 -0.59580
H -0.98129 -0.67081 1.72615
H 2.08580 -0.63393 -1.14250
H -0.78570 0.13220 -1.30861
H 1.87118 0.31044 1.41647
Br -3.90914 -0.86907 -0.27713
C -1.04329 -0.54953 0.62233
*
```

Output
Highest occupied orbital energy (alpha / beta)   -9.0 / -8.9 eV
LUMO level (alpha / beta)   -2.1708 / -2.2925 eV

natural (NBO) population analysis, charges in e, atoms 1 to 5: atom 1 (Si): 0.802, atom 2 (C): -0.679, atom 3 (H): -0.114, atom 4 (H): 0.240, atom 5 (H): -0.110

<B>
Formula: C2H5BrSi
Source: OMol25
Level of theory: ωB97M-V with the def2-TZVPD basis set

Structure (ORCA input):
```
! wB97M-V def2-TZVPD RIJCOSX def2/J DEFGRID3
* xyz 0 1
H 2.07834 -0.63027 0.99377
H -0.87687 -0.02086 -3.13627
C -0.50598 0.20205 -2.09859
H -0.70616 1.20433 -1.80726
C 0.19773 -0.65205 -1.47456
H 1.48355 1.75730 0.69539
Br 0.75448 -2.37415 -1.82051
H 0.02282 0.50247 1.73096
Si 1.11392 0.33502 0.79849
*
```

Output
Highest occupied orbital energy   -8.7 eV
LUMO level   0.0350 eV

natural (NBO) population analysis, charges in e, atoms 1 to 5: atom 1 (H): -0.171, atom 2 (H): 0.192, atom 3 (C): -0.505, atom 4 (H): 0.217, atom 5 (C): -0.304

What should be chosen as the most stable of them? Choose <B>.

<A>
Formula: CH3N5O
Source: OMol25
Level of theory: ωB97M-V with the def2-TZVPD basis set

Structure (ORCA input):
```
! wB97M-V def2-TZVPD RIJCOSX def2/J DEFGRID3
* xyz 0 1
H 3.03582 -0.00717 0.38773
H -1.11430 2.02690 0.01533
N -1.07777 1.03252 -0.07782
O 2.13629 -0.44238 -0.03724
C 0.07301 0.30658 -0.09647
N -1.78209 -0.96818 0.00870
N 1.27915 0.70746 -0.10729
N -2.20460 0.22838 0.00440
N -0.44001 -1.00381 -0.20836
H 0.09451 -1.88030 0.11103
*
```

Output
Highest occupied orbital energy   -8.5 eV
LUMO level   0.7957 eV
Structure (SMILES)   ON=c1[nH]nn[nH]1

natural (NBO) population analysis, charges in e, atoms 1 to 5: atom 1 (H): 0.487, atom 2 (H): 0.423, atom 3 (N): -0.438, atom 4 (O): -0.608, atom 5 (C): 0.457

<B>
Formula: CH3N5O
Source: OMol25
Level of theory: ωB97M-V with the def2-TZVPD basis set

Structure (ORCA input):
```
! wB97M-V def2-TZVPD RIJCOSX def2/J DEFGRID3
* xyz 0 1
N -0.60486 0.15629 1.14791
H 0.56883 0.67366 1.84150
H 0.00371 -1.85839 -1.42612
N -0.37669 -1.27012 -0.56655
C -0.10980 -0.00987 -0.13461
H 0.76539 2.58787 -1.39226
N -0.56657 -1.97316 0.61641
N 0.27386 0.83049 -1.08442
O 0.75345 2.07576 -0.63129
N -0.70732 -1.21254 1.62944
*
```

Output
Highest occupied orbital energy   -8.5 eV
LUMO level   -0.3994 eV

natural (NBO) population analysis, charges in e, atoms 1 to 5: atom 1 (N): -0.424, atom 2 (H): 0.392, atom 3 (H): 0.454, atom 4 (N): -0.435, atom 5 (C): 0.403

What should be chosen as the most stable of them? Choose <A>.